a) # C9H13NO2

2 unconnected molecules or ions with the total composition C9H13NO2 (ωB97M-V/def2-TZVPD, OMol25).

Its SMILES is Cc1ccc(O)cc1.CC(N)=O. For the LUMO energy, the calculation gives 0.622 eV. The HOMO-LUMO gap comes out at 9.6 eV.

Geometry (Å):
C  -1.843  0.603  -1.121
C  -1.482  2.061  -1.046
O  -2.243  2.995  -1.059
N  -0.127  2.328  -1.324
H  -1.086  0.079  -1.701
H  -2.820  0.616  -1.630
H  0.076  3.313  -1.242
H  0.600  1.696  -1.049
H  -1.900  0.212  -0.115
C  2.763  0.149  -0.088
C  -0.269  -0.730  1.965
C  -0.882  -1.725  1.179
C  0.879  -0.098  1.548
C  1.606  -0.621  0.465
C  -0.184  -2.232  0.133
C  1.040  -1.639  -0.294
O  -2.177  -2.115  1.378
H  -0.815  -0.429  2.861
H  0.981  0.888  1.986
H  -0.579  -3.015  -0.515
H  -2.726  -1.363  1.636
H  3.707  0.057  0.497
H  2.577  1.197  -0.342
H  1.517  -2.019  -1.183
H  3.385  -0.210  -0.936

b) # C9H13NO2

2 unconnected molecules or ions with the total composition C9H13NO2 (ωB97M-V/def2-TZVPD, OMol25).

Its SMILES is Cc1ccc(O)cc1.CC(N)=O. For the LUMO energy, the calculation gives 0.705 eV. The HOMO-LUMO gap comes out at 8.9 eV.

Geometry (Å):
C  4.876  1.109  1.556
C  3.845  1.225  0.481
O  3.224  2.198  0.134
N  3.651  0.118  -0.316
H  3.045  0.421  -1.022
H  4.123  -0.794  -0.368
H  5.753  1.822  1.654
H  5.282  0.172  1.781
H  4.242  1.636  2.470
C  -4.736  -1.197  -0.470
C  -0.669  0.089  -0.416
C  -1.251  -0.236  -1.626
C  -1.353  -0.065  0.842
C  -2.549  -0.666  -1.658
C  -2.757  -0.495  0.834
C  -3.303  -0.836  -0.372
O  0.648  0.510  -0.741
H  1.236  0.533  0.069
H  -0.550  -0.243  -2.424
H  -0.926  0.263  1.754
H  -3.099  -1.045  -2.571
H  -3.226  -0.621  1.853
H  -5.066  -2.034  0.065
H  -5.109  -1.468  -1.460
H  -5.330  -0.397  -0.051

The data favor a); the next most stable structure lies 0.914 eV above it.

a) # C9H13NO2

A single C9H13NO2 molecule (ωB97M-V/def2-TZVPD, OMol25).

Its SMILES is CC1=C(C)[C@@](C)([N+](=O)[O-])CC=C1. For the LUMO energy, the calculation gives 0.450 eV. The HOMO-LUMO gap comes out at 8.8 eV.

Geometry (Å):
C  -1.802  -0.606  0.929
C  -1.118  -0.371  2.095
C  -1.194  -0.320  -0.391
C  0.009  0.257  -0.534
C  0.265  0.216  2.125
C  0.703  0.907  0.874
C  -2.026  -0.877  -1.515
C  0.700  0.540  -1.888
C  2.161  0.959  0.646
N  -0.051  2.229  0.843
O  -1.033  2.294  1.569
O  0.383  3.031  0.041
H  -2.861  -1.001  0.826
H  -1.739  -0.737  2.933
H  0.330  0.829  3.114
H  1.043  -0.539  2.504
H  -3.014  -0.405  -1.654
H  -2.178  -1.989  -1.288
H  -1.548  -0.757  -2.469
H  1.826  0.274  -1.764
H  0.565  1.581  -2.269
H  0.199  -0.109  -2.654
H  2.558  0.006  0.691
H  2.682  1.596  1.281
H  2.360  1.251  -0.497

b) # C9H13NO2

2 unconnected molecules or ions with the total composition C9H13NO2 (ωB97M-V/def2-TZVPD, OMol25).

Its SMILES is Cc1ccc(O)cc1.CC(N)=O. For the LUMO energy, the calculation gives 0.658 eV. The HOMO-LUMO gap comes out at 9.1 eV.

Geometry (Å):
C  3.138  -3.581  -0.711
C  2.348  -2.439  -0.086
O  1.140  -2.525  -0.241
N  2.930  -1.348  0.473
H  2.417  -0.460  0.502
H  3.923  -1.209  0.383
H  4.174  -3.792  -0.395
H  3.210  -3.495  -1.809
H  2.645  -4.545  -0.560
C  -4.104  1.530  0.287
C  0.181  1.282  0.228
C  -0.402  2.567  0.147
C  -0.535  0.207  -0.169
C  -1.773  2.621  0.143
C  -1.934  0.336  -0.219
C  -2.624  1.479  0.182
O  1.540  1.270  0.485
H  1.889  1.878  1.120
H  0.170  3.467  -0.019
H  -0.061  -0.755  -0.317
H  -2.148  3.651  0.016
H  -2.514  -0.572  -0.348
H  -4.652  2.466  0.191
H  -4.338  1.026  1.235
H  -4.617  0.940  -0.517

c) # C9H13NO2

2 unconnected molecules or ions with the total composition C9H13NO2 (ωB97M-V/def2-TZVPD, OMol25).

Its SMILES is Cc1ccc(O)cc1.CC(N)=O. For the LUMO energy, the calculation gives 0.725 eV. The HOMO-LUMO gap comes out at 9.1 eV.

Geometry (Å):
C  -2.810  1.818  -2.050
C  0.551  1.973  0.592
C  -0.370  3.004  0.603
C  0.299  0.798  -0.102
C  -1.488  2.943  -0.219
C  -0.767  0.800  -0.989
C  -1.656  1.869  -1.086
O  1.641  1.976  1.426
H  1.644  2.795  1.932
H  -0.209  3.874  1.224
H  0.850  -0.101  0.125
H  -2.237  3.720  -0.230
H  -0.919  -0.071  -1.623
H  -3.518  1.035  -1.790
H  -2.481  1.627  -3.083
H  -3.316  2.772  -2.144
C  0.696  -3.994  0.661
C  1.995  -3.280  0.344
O  2.427  -3.265  -0.792
N  2.626  -2.669  1.380
H  3.491  -2.198  1.165
H  2.360  -2.828  2.336
H  0.105  -4.054  -0.240
H  0.168  -3.547  1.507
H  0.915  -4.998  1.052

The data favor c); the next most stable structure lies 0.798 eV above it.

a) # C3H6S

A molecular structure, C3H6S (ωB97M-V/def2-TZVPD, OMol25).

For the LUMO energy, the calculation gives 0.975 eV. The HOMO-LUMO gap comes out at 9.8 eV.

Geometry (Å):
C  -0.918  -0.081  1.158
C  0.441  -0.090  0.561
C  0.499  0.439  -0.816
S  0.247  1.073  1.911
H  -1.843  0.244  0.641
H  -1.227  -0.810  1.880
H  1.221  -1.192  0.699
H  1.212  1.353  -0.850
H  -0.503  0.947  -0.872
H  0.606  -0.208  -1.695

b) # C3H6S

A single C3H6S molecule (ωB97M-V/def2-TZVPD, OMol25).

Its SMILES is SC1CC1. For the LUMO energy, the calculation gives 0.949 eV. The HOMO-LUMO gap comes out at 9.8 eV.

Geometry (Å):
C  0.359  -0.517  0.413
C  -0.453  0.578  -0.127
C  -0.879  -0.667  -0.345
H  2.100  1.147  0.014
H  0.278  -0.790  1.424
H  -0.603  1.302  0.978
H  -0.312  1.237  -0.857
H  -1.764  -1.238  0.122
H  -0.611  -0.758  -1.436
S  1.884  -0.293  -0.187

c) # C3H6S

A single C3H6S molecule (ωB97M-V/def2-TZVPD, OMol25).

Its SMILES is C=CCS. For the LUMO energy, the calculation gives 0.996 eV. The HOMO-LUMO gap comes out at 10.2 eV.

Geometry (Å):
C  0.302  -0.810  -0.400
C  0.674  -0.675  1.037
C  0.546  0.401  1.796
H  -1.780  0.310  -0.464
H  -0.200  -1.751  -0.584
H  1.176  -0.852  -1.060
H  1.010  -1.631  1.504
H  0.206  1.358  1.412
H  0.771  0.360  2.878
S  -0.645  0.544  -1.142

The data favor c); the next most stable structure lies 1.029 eV above it.

a) # C3H6S

2 unconnected molecules or ions with the total composition C3H6S (ωB97M-V/def2-TZVPD, OMol25).

Its SMILES is C=C.C=S. For the LUMO energy, the calculation gives -0.115 eV. The HOMO-LUMO gap comes out at 8.6 eV.

Geometry (Å):
C  0.878  0.823  -0.139
C  -0.723  -1.010  1.092
C  0.059  0.561  -1.192
S  -0.117  -2.421  0.681
H  0.833  1.895  0.224
H  1.424  0.051  0.285
H  -0.269  -0.468  1.963
H  -1.531  -0.341  0.626
H  -0.567  1.270  -1.729
H  0.013  -0.360  -1.811

b) # C3H6S

2 unconnected molecules or ions with the total composition C3H6S (ωB97M-V/def2-TZVPD, OMol25).

For the LUMO energy (alpha / beta), the calculation gives 0.118 / -0.303 eV. The HOMO-LUMO gap (alpha / beta) comes out at 10.0 / 7.3 eV.

Geometry (Å):
C  -0.656  -0.124  0.678
C  -0.556  1.110  -0.237
C  0.494  0.033  -0.223
S  2.167  0.052  0.100
H  -0.583  -0.023  1.689
H  -1.242  -1.003  0.396
H  -1.194  0.897  -1.142
H  -0.455  2.019  0.293
H  0.016  -1.727  -2.305
H  2.012  -1.235  0.751

The data favor a); the next most stable structure lies 3.437 eV above it.

a) # C7H17NO

2 unconnected molecules or ions with the total composition C7H17NO (ωB97M-V/def2-TZVPD, OMol25).

Its SMILES is CCN(C)C(C)=O.CC. For the LUMO energy, the calculation gives 0.800 eV. The HOMO-LUMO gap comes out at 10.2 eV.

Geometry (Å):
C  -0.797  -2.325  -1.116
C  -2.085  -2.539  -0.282
C  -0.805  0.108  -1.151
C  2.085  -1.925  -0.152
C  1.262  -0.853  -0.857
O  1.726  0.228  -1.166
N  -0.112  -1.090  -0.683
H  -0.120  -3.182  -0.854
H  -0.803  -2.426  -2.314
H  -2.897  -2.094  -0.862
H  -1.951  -2.090  0.642
H  -1.106  0.037  -2.225
H  2.101  -2.932  -0.550
H  -2.313  -3.574  -0.407
H  -1.851  0.176  -0.734
H  -0.242  0.970  -0.938
H  3.064  -1.502  -0.050
H  1.588  -1.967  0.935
C  -0.107  3.239  2.136
C  0.987  3.489  1.092
H  0.019  3.948  2.931
H  -1.060  3.257  1.637
H  -0.110  2.220  2.637
H  0.538  3.322  0.103
H  1.894  2.914  1.085
H  1.094  4.593  1.145

b) # C7H17NO

2 unconnected molecules or ions with the total composition C7H17NO (ωB97M-V/def2-TZVPD, OMol25).

Its SMILES is CC1(N)CC1.CC(C)O. For the LUMO energy, the calculation gives 0.901 eV. The HOMO-LUMO gap comes out at 9.5 eV.

Geometry (Å):
C  -1.724  -0.247  -0.514
C  -2.588  -1.152  0.326
C  -1.803  -0.035  0.967
C  -2.392  0.731  -1.453
N  -0.475  -0.741  -1.044
H  -0.625  -1.267  -1.900
H  0.062  -1.333  -0.319
H  -3.662  -1.050  0.260
H  -2.255  -2.166  0.499
H  -2.333  0.835  1.325
H  -0.948  -0.312  1.567
H  -2.710  0.227  -2.367
H  -3.264  1.181  -0.982
H  -1.693  1.520  -1.732
C  2.251  -0.086  0.499
C  2.002  0.666  1.796
C  1.992  0.723  -0.725
O  3.529  -0.682  0.561
H  3.809  -0.900  -0.334
H  1.438  -0.988  0.483
H  2.720  1.482  1.886
H  2.345  1.745  -0.642
H  1.000  1.091  1.805
H  2.130  0.003  2.649
H  0.774  0.473  -0.980
H  2.416  0.282  -1.628

The data favor a); the next most stable structure lies 0.609 eV above it.